Computed, not measured: a structure of composition C26H21N5NaO2, with wB97M-V/def2-TZVPD.

XYZ file:
```
55
Properties=species:S:1:pos:R:3:forces:R:3:lowdin_charge:R:1
Na 0.575838 0.067968 0.419607 0.040 -0.043 0.001 0.335
O -0.168219 -3.700784 2.534908 0.023 0.000 0.019 -0.045
C 0.105951 -2.547420 2.142682 -0.067 0.008 -0.016 -0.495
N 0.840264 -2.113885 1.138496 -0.026 0.020 0.032 0.074
C 1.564925 -2.976739 0.311078 0.040 0.029 -0.039 -0.225
C 1.792835 -4.336148 0.564966 -0.005 0.011 0.008 -0.038
C 2.555126 -5.116903 -0.296271 0.000 -0.015 -0.002 -0.129
C 3.104971 -4.560459 -1.438786 -0.006 0.019 -0.002 -0.128
C 2.884027 -3.218085 -1.721810 0.010 -0.025 0.009 -0.047
C 2.126889 -2.409969 -0.873687 0.014 0.010 0.050 -0.240
N 1.927629 -1.041269 -1.104634 0.016 0.005 -0.011 0.079
C 1.829807 -0.559077 -2.320971 -0.060 0.046 0.015 -0.527
O 1.801827 -1.130441 -3.438385 0.040 0.002 -0.017 -0.063
C 1.685343 0.966587 -2.366153 0.046 0.003 -0.032 -0.168
C 1.911344 1.602785 -3.586872 -0.002 -0.004 0.013 -0.010
C 1.821954 2.978477 -3.663139 -0.002 0.001 -0.013 -0.074
C 1.491559 3.693659 -2.519935 0.001 0.002 0.001 -0.087
C 1.257770 2.981974 -1.356804 -0.006 -0.017 0.018 -0.156
N 1.350270 1.655807 -1.269323 0.018 -0.019 -0.023 0.099
C -0.532613 -1.419161 2.975376 0.020 -0.001 0.038 -0.163
C -1.246384 -1.793045 4.115247 -0.001 0.004 0.000 -0.013
C -1.814765 -0.822296 4.915378 -0.001 0.003 -0.005 -0.076
C -1.663902 0.512186 4.562176 -0.004 -0.011 0.004 -0.086
C -0.950221 0.797498 3.412498 0.011 0.023 -0.031 -0.154
N -0.396497 -0.131660 2.633923 -0.001 -0.074 -0.049 0.091
H 1.351671 -4.766916 1.449553 0.003 -0.004 -0.003 0.084
H 2.710986 -6.165664 -0.067552 -0.001 0.002 0.002 0.083
H 3.698132 -5.163735 -2.117141 0.000 -0.001 0.000 0.083
H 3.287918 -2.777976 -2.621902 -0.002 0.008 -0.001 0.098
H 2.148625 0.980097 -4.437078 -0.001 0.002 -0.004 0.108
H 2.004132 3.491374 -4.600277 0.004 0.000 0.002 0.099
H 1.408281 4.772654 -2.527033 -0.001 0.001 0.005 0.094
H 0.968967 3.499346 -0.447505 0.008 0.006 -0.010 0.103
H -1.321470 -2.849880 4.324957 -0.006 -0.001 0.004 0.106
H -2.368834 -1.096367 5.805570 0.002 -0.005 0.000 0.099
H -2.087946 1.310934 5.156526 0.005 0.007 -0.005 0.093
H -0.818483 1.825841 3.090436 -0.011 -0.001 0.014 0.099
C -1.904905 4.172163 -0.687221 -0.022 0.031 0.035 -0.109
C -2.132939 2.802497 -0.655300 0.044 0.053 -0.012 -0.098
C -2.708686 2.220661 0.465744 -0.012 -0.024 -0.081 -0.095
C -3.048389 3.007539 1.558860 -0.012 0.007 -0.050 -0.108
C -2.812859 4.376108 1.528832 -0.044 -0.030 0.073 -0.107
C -2.244678 4.960421 0.404839 0.008 -0.011 -0.031 -0.106
H -1.449946 4.620520 -1.561943 -0.003 0.006 0.001 0.095
H -1.844782 2.177139 -1.490264 -0.023 -0.022 0.013 0.086
H -2.879511 1.152540 0.461450 0.031 -0.017 0.091 0.084
H -3.491810 2.549606 2.434562 0.005 0.007 0.006 0.097
H -3.074644 4.986200 2.385028 0.006 0.016 -0.010 0.094
H -2.064692 6.028383 0.383934 0.008 0.002 -0.009 0.094
C -0.706412 -2.674262 -2.209868 0.008 0.014 0.095 -0.030
C -1.181811 -1.434053 -1.614746 0.010 -0.061 0.020 -0.221
N -1.556225 -0.455926 -1.141347 -0.041 0.046 -0.014 0.182
H 0.166332 -2.451339 -2.830824 -0.036 -0.015 -0.048 0.069
H -1.503042 -3.126476 -2.798154 -0.001 0.011 -0.032 0.084
H -0.398705 -3.351029 -1.411702 -0.026 -0.006 -0.019 0.089
```
Positions in Å, forces in eV/Å.

Computed properties:
Net charge: -1
Lowest unoccupied orbital energy in eV: 2.11
HOMO-LUMO gap in hartree: 0.21129
Multiplicity: 1
DFT total energy in eV: -43269.182
Relative energy (zero: lowest compared OMol25 entry of this formula, charge and spin) in eV: 0.008



Computed, not measured: a cluster of 2 separate species, C9H14 in total, with wB97M-V/def2-TZVPD.

XYZ file:
```
23
Properties=species:S:1:pos:R:3:forces:R:3:lowdin_charge:R:1
C 0.944169 2.691455 -0.195596 1.407 -1.063 -2.271 -0.184
C 0.064510 3.920197 -0.419162 1.566 1.594 1.796 -0.202
H 0.457222 1.824222 0.308892 0.315 0.854 -0.249 0.034
H 1.109472 2.367273 -1.330105 0.064 0.012 2.451 0.096
H 2.006401 2.853400 0.253107 -2.015 -0.002 -0.711 0.088
H -0.949370 3.673667 -0.599874 -0.874 -0.344 -0.750 0.043
H 0.010936 4.609787 0.457430 0.117 -0.613 -0.221 0.065
H 0.531507 4.566946 -1.180975 -0.581 -0.424 -0.068 0.065
C 0.072718 -3.110684 -1.654986 -4.272 -0.436 3.077 -0.025
C 0.955783 -1.768008 0.396761 1.218 0.664 2.422 -0.039
C -0.074301 -2.201354 -0.361781 0.086 -1.951 -2.068 -0.302
C 0.599874 -0.761586 1.403844 2.085 -2.122 -1.476 -0.109
C -1.349183 -1.884414 0.069390 -2.566 -0.103 0.838 -0.072
C -0.640322 -0.384245 1.795818 -0.494 0.588 -1.305 -0.120
C -1.680535 -0.927232 1.049940 1.496 -1.265 -0.411 -0.074
H 1.988064 -2.339477 0.481599 -1.947 1.909 -0.802 0.153
H 1.469114 -0.276845 1.701618 1.303 0.816 1.539 0.071
H -0.226249 -2.577309 -2.533407 -0.306 0.495 -0.391 0.058
H -0.727970 -3.994910 -1.500016 2.089 1.692 -0.600 0.123
H -2.116455 -2.657206 -0.154002 0.078 1.186 -0.772 0.118
H -0.831911 0.385388 2.531007 0.226 0.037 0.016 0.107
H -2.650363 -0.581197 1.269465 -1.330 -0.373 0.107 0.084
H 1.036886 -3.427870 -1.788969 2.335 -1.152 -0.150 0.022
```
Positions in Å, forces in eV/Å.

Computed properties:
Lowest unoccupied orbital energy in eV: 1.00
HOMO-LUMO gap in hartree: 0.35386
SMILES: Cc1ccccc1.CC
Multiplicity: 1
DFT total energy in eV: -9557.867
Relative energy (zero: lowest compared OMol25 entry of this formula, charge and spin) in eV: 2.315



Computed, not measured: a cluster of 8 separate species, ClH14O7 in total, with wB97M-V/def2-TZVPD.

XYZ file:
```
22
Properties=species:S:1:pos:R:3:forces:R:3:lowdin_charge:R:1
Cl 0.267065 -0.183582 -0.222117 -0.088 0.165 0.230 0.057
O -2.429795 0.594638 2.230063 -0.365 0.346 0.246 -0.071
H -2.492235 -0.203292 2.755083 0.063 -0.267 0.027 0.022
H -1.677705 0.446478 1.656783 0.391 -0.167 -0.429 -0.039
O -1.710165 0.304268 -2.777657 -0.295 0.083 -0.662 -0.089
H -1.330795 0.114938 -1.919487 0.480 0.011 0.582 -0.095
H -2.639005 0.454278 -2.601627 -0.172 0.019 0.038 0.018
O -0.161345 -2.661642 -2.093867 -0.205 -0.817 -0.570 -0.107
H 0.443605 -3.211442 -1.595867 0.129 -0.020 0.129 0.012
H -0.054355 -1.787152 -1.719637 0.100 0.617 0.329 -0.127
O 1.389055 1.405168 2.428033 0.331 0.501 0.519 -0.089
H 0.803985 1.306418 1.676923 -0.101 -0.399 -0.394 -0.089
H 1.173365 0.667688 2.998853 -0.103 -0.212 0.002 0.022
O -0.877825 -2.599662 1.623303 -0.407 -0.461 0.624 -0.099
H -0.652135 -2.044712 0.876763 0.237 0.628 -0.525 -0.098
H -0.154095 -3.222922 1.686493 0.145 -0.073 0.013 0.018
O 0.293565 3.183198 -0.558507 0.056 0.514 -0.188 -0.074
H 0.375685 2.357168 -0.081897 0.045 -0.579 -0.144 -0.071
H -0.296945 3.712118 -0.022057 -0.132 0.111 0.126 0.023
O 3.545945 0.606968 -1.251037 0.632 0.077 -0.040 -0.082
H 2.732975 0.253278 -0.890187 -0.622 -0.086 0.258 -0.062
H 3.451165 0.507808 -2.198357 -0.119 0.008 -0.170 0.021
```
Positions in Å, forces in eV/Å.

Computed properties:
Net charge: -1
Lowest unoccupied orbital energy in eV: 3.24
HOMO-LUMO gap in hartree: 0.36086
Multiplicity: 1
DFT total energy in eV: -27085.994
Relative energy (zero: lowest compared OMol25 entry of this formula, charge and spin) in eV: 0.547